Record 1
C29H31BF10N11S3Sc as an isolated structure. Source: the OMol25 dataset; level of theory: wB97M-V/def2-TZVPD.

Computed properties:
- E_LUMO: 0.02 eV
- HOMO level: -7.401 eV
- Gap between HOMO and LUMO: 7.4 eV

Each line ends with the Löwdin charge.
Element x y z (Å)
C (1.7169, 2.7191, 1.0202)  -0.29
F (2.5658, 3.9106, 4.3678)  0.12
H (5.8878, -0.3368, -0.3496)  0.10
F (-2.3903, 2.5322, 5.1986)  0.12
F (-0.6986, -1.4985, 2.0284)  0.04
C (1.6294, 3.1244, 2.3551)  -0.17
C (-3.1934, 0.9385, 0.2920)  -0.23
N (0.4395, 0.8019, -2.4030)  -0.04
F (-0.0765, -1.5257, 4.6756)  0.13
C (-2.4396, 2.4336, -2.6627)  -0.09
C (-0.8173, -4.3728, -2.6848)  -0.07
H (-3.0696, 3.3147, -2.8611)  0.09
F (5.3099, 3.1822, 0.6135)  0.11
C (-4.1919, -1.8751, -1.7680)  -0.94
H (-0.2616, -5.1591, -3.1972)  0.10
H (-4.0637, 2.5120, -0.9113)  0.12
C (0.2086, 0.1391, -3.5945)  -0.19
C (3.8453, -3.5281, 0.4669)  -0.05
C (-2.2212, 1.5631, 3.0645)  -0.15
H (2.0134, -4.5793, 2.1859)  0.08
F (-0.9313, 0.5047, 6.2791)  0.12
B (1.6114, -3.5341, 1.7280)  -0.41
H (-1.1576, 3.1968, 1.1593)  0.09
H (0.8121, 0.6380, -5.6767)  0.11
N (4.2123, -1.3878, 0.2433)  -0.11
Sc (-0.0695, 0.3119, -0.1723)  0.77
N (-1.9872, 2.3939, -1.2793)  -0.21
F (-2.9282, 2.6112, 2.6001)  0.08
H (0.0495, 4.3199, 0.5997)  0.13
H (-3.7676, -2.2195, 0.1742)  0.10
H (-1.8875, -4.5290, -2.8012)  0.08
C (4.1059, 3.1740, 1.2010)  -0.16
C (4.7246, -2.6358, -0.0346)  -0.04
H (1.9187, 2.6244, -4.5049)  0.16
N (1.3789, 1.9169, -4.0402)  0.08
F (3.2076, 2.4343, -0.7993)  0.06
C (3.0303, -1.5225, 0.8880)  -0.69
C (-0.0332, -5.2102, 0.6970)  -0.06
H (-0.4708, 3.7408, -1.7603)  0.10
C (-0.4328, 3.3654, 0.3603)  -0.21
H (-3.5198, 0.2223, -0.4601)  0.04
S (0.8192, -1.9826, -1.3287)  0.66
H (-3.9589, 0.9438, 1.0753)  0.12
C (-1.0555, -0.4719, 2.8086)  -0.19
H (-0.3573, -0.7743, -3.6190)  0.04
H (-3.0100, 1.5327, -2.8894)  0.07
H (5.6641, -2.7657, -0.5411)  0.12
N (-4.5090, -2.2188, -0.5061)  0.10
C (-3.1356, 2.3071, -0.3635)  -0.18
C (-1.9493, 1.5411, 4.4214)  -0.15
C (2.7205, 3.5477, 3.0945)  -0.14
C (-1.7644, 0.5679, 2.1977)  -0.20
H (0.0690, -5.8018, 1.5888)  0.12
C (-0.6877, -5.4660, -0.4555)  -0.05
H (1.5318, 2.5715, -2.0061)  0.11
F (5.0432, 3.9625, 3.2176)  0.12
C (3.9780, 3.5669, 2.5191)  -0.14
F (0.4553, 3.0543, 2.9934)  0.12
C (-0.7522, -0.5059, 4.1528)  -0.14
C (0.2919, -3.4720, -0.6159)  -0.63
C (-1.1749, 3.5620, -0.9482)  -0.20
H (-1.8091, 4.4610, -0.8840)  0.13
H (-3.0492, 3.0771, 0.4003)  0.10
H (-1.2651, -6.3144, -0.7775)  0.12
H (4.7907, 0.5494, 0.7323)  0.07
C (4.8463, -0.1346, -0.1107)  -0.02
H (3.8705, -4.6030, 0.4867)  0.12
C (0.7754, 0.8219, -4.6182)  -0.07
N (-1.9063, 0.5134, 0.8194)  -0.10
S (2.1000, -0.1693, 1.4205)  0.76
S (-2.6114, -1.5370, -2.1898)  0.69
N (-0.4690, -4.3820, -1.2773)  -0.12
C (1.1565, 1.8615, -2.7152)  -0.19
N (-5.2135, -1.8111, -2.6460)  0.09
C (2.9954, 2.7787, 0.4811)  -0.21
H (-1.5879, 2.4649, -3.3398)  0.07
H (-6.1361, -2.1410, -2.4215)  0.10
C (-1.2026, 0.5166, 4.9717)  -0.14
H (-0.5577, -3.4065, -3.1001)  0.02
N (2.8089, -2.8349, 1.0472)  -0.02
N (0.5840, 2.2881, 0.3118)  -0.11
H (4.3503, 0.3203, -0.9649)  0.09
H (-5.4588, -2.3145, -0.1912)  0.11
H (1.1165, -2.8312, 2.5443)  0.06
H (-4.9938, -1.5958, -3.6007)  0.09
N (0.5893, -3.9875, 0.5882)  0.02

Forces on atoms 1 to 2 (eV/Å):
C -0.4 -0.2 0.0
F 0.0 0.0 0.1



Record 2
C29H31BF2I2N3O6STi as an isolated structure. Source: the OMol25 dataset; level of theory: wB97M-V/def2-TZVPD.

Computed properties:
- E_LUMO (spin up / spin down): 1.77 / 1.77 eV
- Spin multiplicity: 3
- HOMO level (spin up / spin down): -3.871 / -3.881 eV
- Gap between HOMO and LUMO (spin up / spin down): 5.6 / 5.7 eV
- Net charge: -1

Each line ends with the Löwdin charge.
Element x y z (Å)
C (0.7178, 2.2199, 2.1591)  -0.37
H (-0.9428, 0.2358, 6.6540)  0.09
C (2.1297, 0.0897, -3.3080)  -0.10
C (-2.9754, -2.8801, 2.3829)  -0.20
O (3.5296, 0.3478, 1.4495)  -0.28
C (3.7515, 3.7395, 4.6008)  -0.09
H (-4.6788, -5.5700, 0.2507)  0.10
C (1.5874, 4.1666, 3.5706)  -0.01
C (-3.2960, -4.1010, 2.9658)  -0.02
C (-1.8978, -0.1587, 6.3155)  -0.01
B (-1.1077, 2.7593, 0.6771)  -1.09
H (1.4041, -3.4895, 2.2639)  0.07
H (2.9370, -4.0863, 1.6272)  0.09
F (-2.3403, 3.2486, 0.6653)  0.17
H (0.7455, 4.8179, 3.3784)  0.11
C (-3.9283, -5.0625, 2.1944)  -0.08
H (1.7385, -5.2265, 2.2456)  0.08
C (1.1413, -3.3050, -1.9285)  -0.03
C (-0.2644, -4.7463, 0.4324)  -0.05
C (3.8004, 2.4659, 4.0516)  -0.05
C (1.3547, -2.2504, -2.7991)  -0.04
C (2.6435, 4.5706, 4.3541)  -0.09
C (1.2284, -4.4187, 0.3131)  -0.37
C (-3.2611, -2.6056, 1.0577)  0.01
H (2.8315, -0.1887, -4.0962)  0.08
Ti (-0.1462, -0.2899, 0.4698)  0.96
H (-4.3344, -0.2790, 3.9789)  0.11
C (-1.9001, -1.3370, -1.8715)  -0.44
N (-2.2910, -1.8992, 3.1553)  0.06
H (4.5664, 4.0994, 5.2138)  0.09
H (4.6437, 1.8095, 4.2217)  0.12
H (-2.3250, -0.4594, -2.3887)  0.14
C (1.8889, -1.0470, -2.3603)  -0.28
H (-4.1846, -6.0192, 2.6309)  0.10
O (-0.4874, 2.7707, 1.8877)  0.12
H (-0.4080, -5.6886, 0.9684)  0.08
H (2.2998, -1.9113, 0.9118)  0.09
H (2.6858, -0.0326, -0.6490)  0.09
H (2.5254, 0.9693, -2.8043)  0.03
H (-2.6019, 0.6731, 6.2508)  0.09
H (0.3167, -0.3197, 4.3066)  0.10
I (1.4601, 3.6737, -4.3124)  -0.65
S (2.5129, 0.5419, 2.4472)  0.65
C (-1.7162, -0.8076, 4.9899)  -0.24
H (-2.2685, -0.8662, 7.0579)  0.09
H (-2.9933, -1.6422, 0.6464)  0.11
C (2.7379, 2.0617, 3.2713)  -0.23
H (-0.7786, -3.9556, 0.9771)  0.06
H (-4.3464, -1.0316, 5.5986)  0.09
C (1.9881, -2.0001, -0.1232)  -0.08
C (-1.0247, -1.4519, 2.9641)  -0.36
N (-2.7193, -1.5667, 4.4329)  -0.05
C (-3.8676, -3.5903, 0.2892)  -0.05
H (-4.7423, -2.0003, 4.1749)  0.09
O (2.3368, -0.5557, 3.3705)  -0.31
H (0.7209, -4.2287, -2.3108)  0.12
C (-0.6534, -0.7568, 4.1497)  0.09
C (-4.2059, -4.8077, 0.8564)  -0.08
O (-2.3105, -2.4584, -2.0606)  0.03
O (-0.3561, -1.7079, 1.9215)  -0.09
C (2.2036, -0.9342, -1.0046)  -0.09
H (1.7039, -5.2628, -0.2022)  0.14
N (1.0494, 0.9439, 1.7704)  -0.16
C (1.8675, -4.2951, 1.6904)  -0.07
O (-0.9105, -1.0253, -1.0799)  -0.24
H (-4.0460, -3.4001, -0.7598)  0.10
I (-0.0713, 2.3794, -1.1716)  1.03
H (-3.0363, -4.2893, 3.9996)  0.12
C (1.4500, -3.2091, -0.5754)  -0.19
H (2.6277, 5.5624, 4.7889)  0.10
C (-4.1224, -1.1883, 4.5467)  0.01
F (-1.7603, 0.4515, 1.0934)  -0.39
H (-0.7380, -4.8270, -0.5463)  0.08
H (1.1000, -2.3624, -3.8476)  0.12
H (1.2094, 0.4096, -3.7998)  0.04
C (1.6270, 2.8759, 3.0003)  -0.15

Forces on atoms 1 to 2 (eV/Å):
C 0.1 0.1 0.3
H 0.0 0.0 0.0



Record 3
C29H31Br3N5Y as an isolated structure at a distorted geometry. Source: the OMol25 dataset; level of theory: wB97M-V/def2-TZVPD.

Computed properties:
- E_LUMO: -6.99 eV
- HOMO level: -12.576 eV
- Gap between HOMO and LUMO: 5.6 eV
- Net charge: +2

Each line ends with the natural charge from an NBO analysis.
Element x y z (Å)
N (-2.9508, -0.6410, 0.5571)  -0.58
C (2.2048, -3.6395, 3.0288)  -0.20
H (1.3751, 0.4159, 3.0291)  0.23
H (3.2705, 0.8392, -2.1041)  0.24
C (3.1387, -2.1901, 1.3427)  -0.15
C (-4.0344, -2.6040, 1.4130)  -0.18
H (-0.3868, 3.5272, 2.3156)  0.20
C (1.2460, 1.7435, -4.6484)  -0.17
H (5.4130, 2.1268, 1.3637)  0.24
Y (-0.7442, 0.4041, 0.1967)  1.87
C (1.8694, -1.7323, 1.0535)  -0.24
N (0.7927, 1.8981, 1.6323)  -0.56
H (1.7441, -0.9933, 0.2675)  0.22
Br (-2.7726, 2.2397, 2.1668)  0.17
C (3.3052, -3.1532, 2.3296)  -0.09
C (1.3268, 1.9053, -3.2787)  -0.23
H (-4.1750, 0.7703, -0.3113)  0.22
H (0.6937, -2.1411, -1.6866)  0.23
C (-4.1513, -0.1848, 0.1982)  0.09
H (0.4740, 0.5407, -6.2544)  0.24
C (0.7508, -2.2284, 1.7269)  0.14
C (-1.5891, -2.3664, 1.5439)  0.17
C (0.8858, 1.3895, 3.0206)  -0.42
H (1.7540, 2.4417, -5.3003)  0.24
H (1.4530, 2.0653, 3.6631)  0.22
H (-2.9074, -1.5304, -1.8694)  0.21
C (0.9369, -3.1803, 2.7328)  -0.23
C (-2.9372, 3.6037, 0.8066)  -0.50
C (-0.1721, -0.1600, -4.3391)  -0.23
C (3.2815, 2.0470, 1.5428)  -0.21
C (-0.3482, -2.1873, -2.0019)  -0.41
C (0.6815, 1.0179, -2.4099)  0.11
H (-3.9415, -3.5711, 1.8897)  0.25
H (3.3029, 2.3698, 2.5762)  0.23
H (-3.9797, 3.8751, 0.7037)  0.26
C (4.4632, 1.4622, -0.4482)  -0.17
H (1.3187, 3.9041, 2.0919)  0.22
H (-0.1155, 1.2982, 3.4469)  0.21
C (0.5191, 0.6893, -5.1846)  -0.20
H (5.3928, 1.3136, -0.9818)  0.24
C (-2.8973, -1.8455, 1.1642)  0.11
N (-0.9216, -0.8231, -2.0487)  -0.57
C (2.0740, 1.7668, 0.9208)  0.05
C (2.0388, 1.3906, -0.4322)  0.21
Br (-2.2954, 2.9259, -0.9054)  0.18
H (-1.5712, -3.3692, 1.9645)  0.21
C (-0.1274, 0.0177, -2.9622)  0.15
C (-5.2750, -2.1080, 1.0451)  -0.11
N (0.7906, 1.1094, -1.0084)  -0.96
H (-6.1751, -2.6767, 1.2356)  0.26
Br (5.0299, -3.7815, 2.7372)  0.15
C (0.4754, 3.3479, 1.6764)  -0.41
H (-0.9113, -2.8037, -1.2991)  0.20
H (-2.3165, 4.4456, 1.0847)  0.26
H (0.1050, -3.5373, 3.3269)  0.23
H (0.2945, 3.7169, 0.6663)  0.22
H (-2.7487, 0.0894, -2.6022)  0.21
H (-0.7512, -0.9650, -4.7737)  0.22
H (-2.3666, -1.3619, -3.5322)  0.22
C (3.2651, 1.2033, -1.0874)  -0.27
C (4.4798, 1.9038, 0.8659)  -0.22
H (-0.3858, -2.6653, -2.9836)  0.22
C (-5.3340, -0.8712, 0.4246)  -0.22
N (-0.5090, -1.6969, 1.3619)  -0.57
C (-2.3159, -0.9100, -2.5414)  -0.40
H (1.8979, 2.7235, -2.8603)  0.23
H (2.3445, -4.3671, 3.8163)  0.25
H (-6.2769, -0.4425, 0.1164)  0.26
H (3.9950, -1.8009, 0.8087)  0.24

Forces on atoms 1 to 2 (eV/Å):
N -0.4 -0.3 0.0
C 0.1 0.0 0.0



Record 4
C29H31CuN4SSb as an isolated structure at a distorted geometry. Source: the OMol25 dataset; level of theory: wB97M-V/def2-TZVPD.

Computed properties:
- E_LUMO: -3.21 eV
- HOMO level: -10.330 eV
- Gap between HOMO and LUMO: 7.1 eV
- Net charge: +1

Each line ends with the natural charge from an NBO analysis.
Element x y z (Å)
C (-0.7611, 1.9437, 5.1223)  -0.20
C (-2.2316, 0.4907, 3.7399)  -0.63
H (-0.2142, -4.4079, -3.8531)  0.24
C (2.5739, -0.3759, -4.7614)  -0.68
H (3.2188, -1.1565, -4.3612)  0.25
H (1.2803, 5.3937, -3.0795)  0.43
C (-0.1238, 1.6000, 2.8463)  -0.32
H (2.0756, 3.6367, 4.4327)  0.22
C (3.8785, -1.9597, 0.7906)  -0.18
H (-1.9864, -0.4610, 3.2732)  0.22
H (-4.2632, 1.9269, 0.1778)  0.24
H (4.2236, -0.9596, -1.0756)  0.21
C (-1.7858, -1.8555, 0.7209)  -0.24
C (-3.2238, 1.6154, 0.2387)  -0.65
N (1.6770, 2.2586, -3.6748)  -0.42
H (2.4899, 2.3385, -4.2874)  0.38
Sb (-0.1833, 0.8133, 0.8120)  1.03
H (-2.7171, 1.9327, -0.6797)  0.22
H (1.2942, -2.3614, 3.7741)  0.23
H (2.1143, 0.3187, -0.9617)  0.19
S (-0.3315, 3.3728, -2.3271)  -0.23
C (0.9728, 2.4275, 3.0532)  -0.22
C (1.0977, 3.3930, -3.1814)  0.29
C (1.8412, -1.3709, 1.9599)  -0.02
H (-5.1862, -0.2190, 0.0071)  0.22
C (-1.4754, -2.9403, -2.9081)  -0.22
H (-1.4416, 1.7543, 5.9395)  0.22
H (-2.4396, -1.2349, -2.0279)  0.22
C (-1.5567, -1.6099, -2.5249)  0.08
C (-1.8905, -0.4751, 0.6870)  -0.36
H (-0.8177, -2.3187, 0.8656)  0.22
N (-0.5944, -0.7315, -2.7671)  -0.53
C (0.3383, 2.7548, 5.3300)  -0.19
C (-1.0178, 1.3543, 3.8871)  -0.03
C (0.6768, -2.4625, -3.8178)  -0.22
H (-2.8267, -3.7227, 0.6162)  0.22
C (0.5088, -1.1336, -3.4319)  0.15
C (1.4420, -0.0738, -3.8317)  0.25
H (1.6572, 2.6194, 2.2341)  0.21
H (-2.7557, 2.1424, 1.0715)  0.22
C (-3.1155, 0.1290, 0.3988)  -0.04
C (-2.9107, -2.6479, 0.5592)  -0.23
C (3.0266, -2.0943, 1.8709)  -0.20
C (3.5552, -1.0900, -0.2362)  -0.25
N (1.1294, 1.0825, -3.3779)  -0.28
C (-4.2322, -0.6769, 0.2254)  -0.22
H (-5.0257, -2.6611, 0.2207)  0.22
C (-4.1390, -2.0549, 0.3283)  -0.19
C (2.3747, -0.3750, -0.1645)  -0.16
C (1.5108, -0.5107, 0.9145)  -0.38
C (0.9744, -1.5161, 3.1703)  -0.64
H (0.5114, 3.1903, 6.3019)  0.22
C (1.2136, 3.0026, 4.2874)  -0.21
C (-0.3251, -3.3781, -3.5482)  -0.14
H (3.1867, 0.5037, -4.9450)  0.22
H (1.0350, -0.6180, 3.7849)  0.24
H (-2.6734, 0.2925, 4.7127)  0.23
H (4.7966, -2.5259, 0.7533)  0.22
N (1.7210, 4.5544, -3.4182)  -0.76
H (3.2924, -2.7679, 2.6724)  0.22
H (2.1843, -0.7253, -5.7153)  0.25
H (-2.9846, 0.9819, 3.1253)  0.22
H (1.5682, -2.7705, -4.3405)  0.23
H (2.5306, 4.6296, -4.0109)  0.40
H (-2.2921, -3.6132, -2.7093)  0.24
H (-0.0683, -1.6624, 2.8932)  0.21
Cu (-0.3833, 1.0664, -1.7813)  0.76

Forces on atoms 1 to 2 (eV/Å):
C 0.0 0.0 0.0
C 0.0 -0.1 0.0



Computed ΔE to the lowest compared entry with this formula, charge and spin (kcal/mol) in order:
22.3; 0.0; 11.0; 10.4